{"formula": "C5H6NO2", "method": "wB97M-V/def2-TZVPD", "species": ["C", "C", "C", "C", "C", "N", "O", "O", "H", "H", "H", "H", "H", "H"], "positions_angstrom": [[-0.95, -1.14, -1.41], [0.51, -1.39, 0.06], [-1.10, -0.06, -0.56], [1.73, 1.14, 1.07], [0.47, 0.88, 1.03], [0.03, -0.16, 0.30], [0.07, -1.90, -1.08], [-1.95, 0.90, -0.40], [-1.46, -1.37, -2.31], [1.46, -1.70, 0.46], [1.90, 1.93, 1.67], [2.50, 0.60, 0.61], [-0.30, 1.49, 1.39], [-2.91, 0.78, -0.84]], "e_homo_ev": -14.09, "orbital_gap_ev": 9.331, "charge": 1, "smiles": "C=C[n+]1cocc1O", "lumo_ev": -4.8, "de_lowest_kcal_mol": 24.7, "multiplicity": 1}

{"formula": "H31O15", "method": "wB97M-V/def2-TZVPD", "species": ["O", "H", "H", "O", "H", "H", "O", "H", "H", "O", "H", "H", "O", "H", "H", "O", "H", "H", "O", "H", "H", "O", "H", "H", "O", "H", "H", "O", "H", "O", "H", "H", "O", "H", "H", "O", "H", "H", "O", "H", "H", "O", "H", "H", "H", "H"], "positions_angstrom": [[-3.29, 2.03, -1.13], [-0.26, 2.61, -2.02], [-3.04, 2.61, -0.36], [-0.13, -3.53, 0.35], [2.04, 1.12, 0.52], [-0.43, -3.31, 1.30], [-0.10, -1.47, -3.84], [-2.88, 1.78, 3.68], [-1.31, 0.21, -1.93], [-1.03, -2.86, 2.88], [0.44, -1.03, 4.07], [-1.30, -1.99, 2.91], [2.88, 2.56, 1.61], [2.91, 3.38, 2.14], [3.78, 2.35, 1.38], [0.19, 2.62, -1.14], [0.46, -1.95, -4.55], [-0.88, -1.42, -4.42], [-2.27, 1.03, 3.29], [0.78, 3.23, -0.77], [-0.47, -2.51, -0.49], [-1.14, 2.41, -3.23], [0.82, -3.80, 0.50], [-0.66, -3.13, -1.92], [0.48, -0.97, 3.12], [-1.40, 3.28, -3.55], [3.57, 0.39, -2.73], [-1.58, 0.24, 0.75], [-1.32, -1.66, -1.96], [1.30, 0.51, 0.16], [0.63, 0.99, -0.31], [-1.89, 0.73, 1.57], [-0.53, -2.25, -1.52], [1.30, -0.54, 2.78], [-1.78, 2.40, -2.49], [3.15, -0.49, -3.06], [-1.36, 1.48, 3.25], [2.29, -0.10, -3.29], [-2.03, -0.40, -1.80], [-3.23, 1.13, -0.70], [3.66, -1.29, 1.96], [3.04, -1.05, 2.72], [3.64, -0.50, 3.26], [-0.14, -2.63, 3.35], [-0.69, 0.08, 0.55], [-2.24, -0.30, -0.87]], "e_homo_ev": -13.39, "orbital_gap_ev": 10.786, "charge": 1, "lumo_ev": -2.6, "de_lowest_kcal_mol": 80.3, "multiplicity": 1}

{"formula": "C8H18", "method": "wB97M-V/def2-TZVPD", "species": ["C", "C", "C", "C", "C", "C", "H", "H", "H", "H", "H", "H", "H", "H", "H", "H", "H", "H", "C", "C", "H", "H", "H", "H", "H", "H"], "positions_angstrom": [[0.76, -1.02, -0.82], [1.87, -0.90, -1.86], [-0.38, -1.91, -1.32], [1.37, 1.34, 0.29], [0.28, 0.56, -0.39], [-0.66, 1.22, -1.09], [1.18, -1.47, 0.08], [2.78, -0.49, -1.42], [-0.88, -2.40, -0.48], [1.56, -0.25, -2.68], [2.14, -1.88, -2.28], [-1.13, -1.36, -1.89], [-0.02, -2.71, -1.98], [0.95, 2.11, 0.95], [2.01, 0.69, 0.89], [2.01, 1.84, -0.44], [-0.72, 2.30, -1.06], [-1.46, 0.73, -1.63], [-1.73, 1.16, 2.33], [-1.19, -0.21, 2.01], [-2.06, 1.67, 1.42], [-2.59, 1.09, 3.00], [-0.98, 1.78, 2.82], [-1.97, -0.87, 1.62], [-0.73, -0.68, 2.88], [-0.41, -0.31, 1.05]], "e_homo_ev": -8.90, "orbital_gap_ev": 9.886, "smiles": "C=C(C)C(C)C.CC", "lumo_ev": 1.0, "de_lowest_kcal_mol": 48.6, "multiplicity": 1}

{"formula": "C2H6N2O", "method": "wB97M-V/def2-TZVPD", "species": ["O", "C", "N", "C", "N", "H", "H", "H", "H", "H", "H"], "positions_angstrom": [[-1.09, 1.69, 0.54], [0.04, 1.48, 0.17], [0.61, 0.24, 0.00], [-0.16, -0.89, -0.57], [0.40, -2.17, -0.14], [0.73, 2.27, -0.16], [1.41, 0.15, 0.60], [-0.07, -0.82, -1.66], [-1.14, -0.75, -0.15], [1.37, -2.06, -0.55], [0.44, -2.21, 0.90]], "e_homo_ev": -9.58, "orbital_gap_ev": 10.496, "smiles": "NCNC=O", "lumo_ev": 0.9, "de_lowest_kcal_mol": 38.3, "multiplicity": 1}

{"formula": "C14H14Br42", "method": "wB97M-V/def2-TZVPD", "species": ["C", "Br", "Br", "Br", "H", "C", "Br", "Br", "Br", "H", "C", "Br", "Br", "Br", "H", "C", "Br", "Br", "Br", "H", "C", "Br", "Br", "Br", "H", "C", "Br", "Br", "Br", "H", "C", "Br", "Br", "Br", "H", "C", "Br", "Br", "Br", "H", "C", "Br", "Br", "Br", "H", "C", "Br", "Br", "Br", "H", "C", "Br", "Br", "Br", "H", "C", "Br", "Br", "Br", "H", "C", "Br", "Br", "Br", "H", "C", "Br", "Br", "Br", "H"], "positions_angstrom": [[1.64, 5.65, -1.06], [1.22, 3.96, -0.30], [3.06, 5.58, -2.30], [1.93, 6.92, 0.30], [0.75, 5.99, -1.61], [1.40, -4.63, 1.75], [2.73, -5.75, 2.70], [-0.11, -5.56, 0.95], [2.19, -3.51, 0.46], [0.87, -4.00, 2.56], [5.12, 0.20, -1.64], [5.39, -0.39, -3.51], [5.26, -1.26, -0.41], [3.42, 1.00, -1.37], [5.98, 0.80, -1.54], [-5.87, 2.77, 1.15], [-7.35, 2.73, 2.31], [-5.09, 4.70, 1.07], [-6.23, 2.04, -0.60], [-4.94, 2.32, 1.54], [0.95, 2.96, -4.54], [-0.33, 1.62, -4.51], [0.38, 4.59, -5.28], [2.56, 2.21, -5.32], [1.20, 3.15, -3.47], [5.23, 1.70, 1.97], [6.25, 2.47, 0.58], [3.95, 2.85, 2.79], [6.40, 0.79, 3.13], [4.61, 0.96, 1.48], [-2.53, 1.97, 3.36], [-0.88, 1.94, 4.48], [-3.52, 0.27, 3.43], [-2.15, 2.48, 1.64], [-3.28, 2.66, 3.81], [2.53, -3.44, -4.05], [1.71, -1.83, -3.41], [2.66, -3.32, -5.89], [1.41, -4.99, -3.60], [3.48, -3.61, -3.59], [-0.45, -1.39, -0.57], [-1.03, -1.59, 1.25], [-0.04, 0.47, -0.83], [-1.72, -2.12, -1.66], [0.45, -1.98, -0.68], [-0.89, -3.91, 5.51], [0.92, -4.18, 5.11], [-1.37, -2.06, 5.54], [-1.23, -4.67, 7.25], [-1.40, -4.51, 4.75], [3.51, -0.47, 5.38], [2.20, 0.06, 6.67], [2.86, -1.09, 3.67], [4.65, -1.72, 6.21], [4.08, 0.41, 5.13], [-3.90, -4.00, 0.97], [-5.26, -2.66, 1.10], [-4.00, -5.17, -0.46], [-3.48, -4.87, 2.68], [-2.93, -3.47, 0.87], [-3.27, -2.07, -5.41], [-4.40, -3.40, -4.63], [-1.48, -2.66, -5.23], [-3.52, -0.39, -4.69], [-3.49, -2.02, -6.46], [-3.40, 4.91, -2.87], [-4.30, 3.77, -4.09], [-3.09, 6.58, -3.71], [-1.85, 4.19, -2.11], [-4.18, 5.03, -2.10]], "e_homo_ev": -10.03, "orbital_gap_ev": 9.468, "lumo_ev": -0.6, "de_lowest_kcal_mol": 6.2, "multiplicity": 1}